1.
The following is a quantum chemistry calculation of C3H2S in the gas phase at a distorted geometry, from OMol25.

Geometry as ORCA input:
```
! RIJCOSX wB97M-V def2-TZVPD def2/J DEFGRID3
* xyz 0 1
C 1.1553 0.4445 -0.5191
C 0.3136 0.2656 0.3971
C -0.9667 -0.8583 0.5698
S -2.2355 -0.7566 -0.3257
H 1.5739 0.0705 -1.4182
H 0.1594 0.8342 1.2960
*
```

Properties
energy relative to the best compared isomer or geometry (same formula, charge and spin) = 285.6 kJ/mol
frontier orbital gap (spin up / spin down) = 7.6 / 8.0 eV
electronic energy = -513.49189 a.u.
HOMO energy (spin up / spin down) = -8.355 / -9.025 eV

---

2.
The following is a quantum chemistry calculation of C3H2S2 in the gas phase at a distorted geometry, from OMol25.

Geometry as ORCA input:
```
! RIJCOSX wB97M-V def2-TZVPD def2/J DEFGRID3
* xyz 0 1
C 0.9350 0.7279 -0.6521
C -0.3093 0.2556 -0.6676
C -0.8125 -0.5412 0.2224
S -2.2301 -1.3211 1.0523
S -0.3873 -0.9847 1.7623
H 1.5831 0.1363 -1.2052
H 1.2212 1.7272 -0.5122
*
```

Properties
energy relative to the best compared isomer or geometry (same formula, charge and spin) = 193.3 kJ/mol
frontier orbital gap = 7.8 eV
electronic energy = -911.73148 a.u.
HOMO energy = -8.296 eV

---

3.
The following is a quantum chemistry calculation of C3H2S2 in the gas phase at a distorted geometry, from OMol25.

Geometry as ORCA input:
```
! RIJCOSX wB97M-V def2-TZVPD def2/J DEFGRID3
* xyz 0 1
C -1.6679 0.7946 0.9481
C -0.5903 0.3822 0.4613
C 0.6053 0.0938 -0.2293
S 1.9663 0.8994 -0.5597
S 0.5171 -1.5476 -0.7644
H -2.6397 0.9682 1.3496
H 1.8093 -1.5905 -1.2056
*
```

Properties
energy relative to the best compared isomer or geometry (same formula, charge and spin) = 55.3 kJ/mol
frontier orbital gap = 7.8 eV
electronic energy = -911.78404 a.u.
HOMO energy = -8.968 eV

---

4.
The following is a quantum chemistry calculation of 12 unconnected molecules or ions with the total composition C3H30NO13 at a distorted geometry, from OMol25.

Geometry as ORCA input:
```
! RIJCOSX wB97M-V def2-TZVPD def2/J DEFGRID3
* xyz -1 1
C 0.9882 -2.3767 -0.2711
C 0.9219 -3.2723 0.9803
O 1.0428 -2.5283 2.1452
N -0.1015 -1.4005 -0.2860
C 0.1988 0.0161 0.1577
O 0.0355 0.2477 1.5155
H 1.0145 -2.9714 -1.2145
H 1.9953 -1.9908 -0.4299
H -0.0501 -3.8220 0.9473
H 1.7963 -3.9309 0.9418
H 0.7760 -1.6019 2.0283
H -0.9621 -1.7386 0.1414
H 1.1604 0.3686 -0.2419
H -0.5382 0.5161 -0.4614
H -2.4466 -1.3014 -1.9777
H -2.9357 -0.6748 -0.6020
O -3.2367 -1.1168 -1.4116
H 1.0770 0.2929 2.4020
H 1.6245 -0.1659 3.7872
O 1.8857 0.4804 3.1136
H 3.6005 -0.3194 -1.7428
H 2.3930 -0.5357 -2.6762
O 3.2887 -0.8524 -2.4802
H -1.8328 2.1585 -1.9116
H -2.3541 0.8806 -2.0170
O -1.8466 1.4712 -2.6216
H -1.7546 0.9232 1.0482
H -3.2024 0.6149 1.3652
O -2.6624 1.1527 0.7700
H -0.1311 2.9825 -0.1398
H -1.0177 4.1132 -0.6478
O -0.9508 3.1454 -0.6134
H -0.8056 -1.9667 -2.4565
H -0.4525 -0.6437 -3.1209
O -1.1507 -1.3601 -3.1345
H -1.1032 2.8358 2.4435
H 0.2912 2.2441 2.5153
O -0.1758 3.0762 2.3465
H -0.2586 0.9642 -2.6368
H 0.3436 1.2936 -3.8507
O 0.5418 0.6208 -3.1858
H 3.0164 1.2616 0.3127
H 3.1298 2.3682 1.1157
O 3.4571 2.1250 0.2328
H -1.5192 -0.4864 4.0016
H -1.1330 -0.4064 2.6626
O -1.9576 -0.6903 3.1570
*
```

Properties
energy relative to the best compared isomer or geometry (same formula, charge and spin) = 233.8 kJ/mol
frontier orbital gap = 8.6 eV
electronic energy = -1165.22590 a.u.
HOMO energy = -5.909 eV

---

5.
The following is a quantum chemistry calculation of 11 unconnected molecules or ions with the total composition C3H31N2O11 at a distorted geometry, from OMol25.

Geometry as ORCA input:
```
! RIJCOSX wB97M-V def2-TZVPD def2/J DEFGRID3
* xyz 1 1
N 0.0777 1.1648 -0.8945
C 0.2881 0.5488 0.5169
C -0.5711 1.4600 1.4102
O -0.1810 2.8380 1.4305
C -0.2760 -0.8271 0.4617
N 0.7858 -1.6479 -0.1010
H 0.3508 2.1153 -0.6903
H -0.9312 1.0135 -1.0674
H 0.6599 0.6753 -1.5897
H 1.3097 0.6781 0.8329
H -0.5714 1.1703 2.4866
H -1.5990 1.5254 1.0044
H 0.6319 2.9437 1.9369
H -0.6449 -1.2484 1.4280
H -1.2463 -0.8674 -0.0694
H 1.6639 -1.6458 0.4107
H 0.5348 -2.6321 -0.2128
H 1.8038 1.2874 3.4045
H 2.7191 0.5735 2.6210
O 2.2111 1.3952 2.5299
H -2.8058 2.9688 -2.7050
H -1.4230 2.7994 -2.1864
O -2.1132 2.2919 -2.6854
H -1.4193 -3.2996 -3.9954
H -2.8479 -3.0482 -3.4697
O -1.9157 -2.9661 -3.2413
H 2.9686 -1.1788 3.4991
H 3.1248 -2.5946 3.3321
O 2.9403 -1.8217 2.7781
H -0.3040 4.4606 -1.9931
H -0.3588 4.0890 -0.3369
O -0.6568 3.9598 -1.2494
H -0.3019 -6.1487 0.2845
H 0.0431 -5.6177 1.4986
O 0.4115 -5.5652 0.5964
H 1.9493 -0.5695 -2.4114
H 2.8541 -0.0960 -3.5763
O 2.5828 0.1062 -2.6739
H 0.0129 1.2932 5.6568
H 1.4092 0.7420 5.3181
O 0.4667 0.6017 5.1606
H -3.7606 -0.3192 -0.2291
H -3.5116 0.8201 -1.2680
O -3.0855 0.2457 -0.6230
H -0.5478 -1.0560 -3.1936
H -0.5044 -0.3704 -4.5232
O -0.2226 -0.2471 -3.6122
*
```

Properties
energy relative to the best compared isomer or geometry (same formula, charge and spin) = 61.5 kJ/mol
frontier orbital gap = 9.7 eV
electronic energy = -1069.80236 a.u.
HOMO energy = -12.126 eV

---

6.
The following is a quantum chemistry calculation of 13 unconnected molecules or ions with the total composition C3H32N6O13 at a distorted geometry, from OMol25.

Geometry as ORCA input:
```
! RIJCOSX wB97M-V def2-TZVPD def2/J DEFGRID3
* xyz 0 1
C 0.0562 0.2554 -0.5728
O -0.2050 -0.7958 -1.0840
N -0.3388 0.6615 0.6294
N 0.8318 1.1301 -1.1537
H -0.9541 0.0194 1.1081
H 0.2634 1.1876 1.2464
H 1.1251 1.9357 -0.6198
H 1.1249 0.9139 -2.0958
C 1.3196 1.4373 -6.5694
O 1.6400 2.4478 -5.9658
N 2.1744 0.4649 -6.6239
N 0.1440 1.1588 -7.1385
H 1.7840 -0.4287 -6.8868
H 3.0953 0.5440 -6.2167
H -0.5046 1.9231 -7.0153
H -0.0186 0.2162 -7.4628
C 3.3702 -5.5195 1.4745
O 4.5579 -5.8704 1.7544
N 2.8526 -5.2341 0.3151
N 2.5037 -5.3524 2.4134
H 2.1338 -4.5256 0.3553
H 3.2253 -5.4861 -0.5892
H 1.5296 -5.1403 2.2512
H 2.7498 -5.6203 3.3556
O -2.5795 -4.3443 3.5505
H -3.1381 -3.5778 3.6801
H -2.7925 -4.9229 4.2827
O -2.2137 5.9664 0.2722
H -2.2749 5.8808 1.2236
H -1.2745 5.9423 0.0891
O 1.0757 -1.4559 6.4190
H 0.1887 -1.2347 6.1354
H 0.9852 -2.3064 6.8487
O 2.5716 1.7571 3.9684
H 3.4717 1.9609 4.2225
H 2.3009 1.0685 4.5756
O 1.3334 6.6854 -3.0919
H 2.1791 7.1014 -2.9246
H 1.5497 5.8882 -3.5756
O -3.1941 -0.4006 5.0281
H -3.7774 -1.0704 5.3851
H -3.7455 0.1036 4.4298
O -6.4660 1.4469 2.5186
H -6.1328 0.9306 1.7847
H -7.3180 1.7657 2.2206
O 2.6813 4.7878 1.3144
H 2.1592 5.4982 1.6872
H 2.7553 4.1475 2.0220
O 0.2468 -3.0847 -5.1661
H -0.2659 -2.9821 -4.3644
H 0.9675 -3.6635 -4.9177
O -4.8780 -0.6923 -0.5885
H -4.5843 -0.0753 -1.2588
H -4.2912 -1.4430 -0.6796
*
```

Properties
energy relative to the best compared isomer or geometry (same formula, charge and spin) = 163.1 kJ/mol
frontier orbital gap = 9.3 eV
electronic energy = -1440.18940 a.u.
HOMO energy = -9.433 eV

---

energy relative to the best compared isomer or geometry (same formula, charge and spin) of number 2 (C3H2S2)?
193.3 kJ/mol